14
Properties=species:S:1:pos:R:3:forces:R:3:lowdin_charge:R:1 method="wB97M-V/def2-TZVPD" s_squared=0.753 e_lumo_ev="0.787 / -0.216" energy_ev=-6338.477 spin_multiplicity=2 homo_energy_ha="-0.341 / -0.357" orbital_gap_ev="10.06 / 9.50"
O 1.510482 -0.852640 2.403024 -0.617 -0.008 -2.157 0.05
C 1.652675 0.179677 0.156453 0.708 -0.515 -0.106 -0.04
C -0.129938 -1.522581 0.672939 0.459 -0.751 -0.035 -0.04
C 1.118758 -0.794378 1.243077 -0.283 0.275 -0.072 -0.45
C -2.170023 1.829803 -1.458650 0.684 -0.556 0.529 0.04
H -0.995172 -1.241668 1.310084 0.327 -0.228 -0.765 0.09
H -0.031933 -2.618825 0.632580 0.121 0.176 0.910 0.08
H -2.838501 1.357319 -0.702665 0.523 0.501 -0.869 -0.01
H -0.213787 -1.350427 -0.422802 -0.528 0.614 1.020 0.06
H 1.169958 -0.029032 -0.823709 -0.290 0.841 0.951 0.06
H -1.835993 1.215685 -2.329575 -0.462 0.742 0.851 -0.01
H 2.689770 -0.019818 -0.155967 0.095 0.151 0.917 0.08
H -1.496987 2.638399 -1.091489 -0.733 -0.698 -0.505 -0.01
H 1.570692 1.208488 0.566699 -0.005 -0.544 -0.669 0.09

27
Properties=species:S:1:pos:R:3:forces:R:3:lowdin_charge:R:1 method="wB97M-V/def2-TZVPD" s_squared=0.773 e_lumo_ev="-3.685 / -6.794" energy_ev=-13133.038 spin_multiplicity=2 homo_energy_ha="-0.474 / -0.497" total_charge=+1 orbital_gap_ev="9.21 / 6.72"
N 0.392976 -2.374073 -0.959341 -0.404 -0.359 0.030 0.15
C 1.408986 2.529128 3.384148 0.351 0.613 0.722 -0.17
C -0.787004 0.998904 -0.689009 0.482 -0.225 -0.616 0.04
C -1.956559 0.845647 0.005329 -0.353 0.044 0.585 -0.05
C 1.506231 -1.765833 -1.308681 -0.122 0.438 -0.008 0.06
C 2.260588 0.549371 -2.054147 0.286 0.497 0.514 0.00
C -0.082753 -0.169151 -1.070699 0.100 0.462 0.799 -0.12
C -1.876877 -1.579391 -0.201743 0.305 -0.473 -0.272 0.04
C 0.114808 1.767317 3.166625 0.144 -0.328 -0.612 -0.18
C -2.501621 -0.422494 0.253012 -0.144 0.392 -0.564 0.00
C 1.259348 -0.351434 -1.445794 0.117 -0.708 -0.736 -0.12
C -0.626164 -1.425888 -0.751253 -0.014 0.237 0.065 -0.16
H 2.024856 2.620980 2.495590 -0.003 -0.206 -0.273 0.05
H 1.967860 1.599174 -2.054025 -0.162 -0.126 -0.004 0.09
H -0.621558 2.383614 2.648718 -0.082 0.025 0.119 0.05
H -2.335568 -2.556941 -0.169047 -0.066 -0.034 0.466 0.13
H 2.033264 2.102568 4.173894 -0.068 -0.242 -0.189 0.07
H -0.325652 1.368828 4.079408 0.019 0.201 0.054 0.07
H 0.308677 0.911353 2.507560 -0.095 -0.032 0.139 0.05
H 1.250604 3.559505 3.711324 -0.272 -0.046 0.007 0.07
H -0.364660 1.962064 -0.942940 -0.123 0.103 0.206 0.13
H 2.440853 -2.288791 -1.399461 0.106 -0.120 -0.227 0.16
H -3.461696 -0.478136 0.744497 -0.007 -0.121 0.078 0.13
H 3.191160 0.483205 -1.479798 0.030 -0.021 -0.160 0.11
H 2.488845 0.259227 -3.084038 -0.082 -0.083 0.087 0.11
H 0.284077 -3.364616 -0.793634 0.120 0.012 0.012 0.19
H -2.458720 1.701316 0.433407 -0.062 0.099 -0.221 0.12

89
Properties=species:S:1:pos:R:3:forces:R:3:lowdin_charge:R:1 method="wB97M-V/def2-TZVPD" e_lumo_ev=-0.055 energy_ev=-110979.919 homo_energy_ha=-0.350 orbital_gap_ev=9.46 smiles="O=C1NC(=O)c2cc(CCCS(=O)(=O)O)ccc21.O=S1(=O)CCCC1.O=S1(=O)CCCC1.O=S1(=O)CCCC1.O=S1(=O)CCCC1"
S -1.079277 -5.578852 -1.910212 0.022 0.101 0.141 0.67
S -1.633106 -1.819889 9.988757 -0.060 0.057 -0.051 0.67
S 1.322394 0.273851 -4.100346 -0.160 -0.104 0.040 0.66
S 3.405852 7.192462 -3.388393 0.128 -0.293 0.416 0.59
S -0.316781 -3.904925 3.660468 -0.036 0.193 0.334 0.67
O -1.404513 -2.493587 11.239536 0.058 -0.048 -0.008 -0.31
O -1.566519 -6.819230 -2.458830 -0.031 0.024 -0.083 -0.32
O 3.005804 8.682268 -3.774071 0.063 0.189 -0.125 -0.15
O 4.416479 7.303277 -2.386590 -0.151 0.131 -0.148 -0.26
O 0.426234 -3.611180 2.457191 -0.043 -0.092 -0.112 -0.32
O -1.366435 -4.894438 3.646260 0.041 -0.046 -0.191 -0.33
O 2.207851 6.458298 -3.116256 -0.079 0.108 -0.201 -0.27
O 2.416381 0.510368 -5.012018 0.053 0.125 0.047 -0.33
O -3.295137 3.900587 -3.756677 0.150 0.222 -0.045 0.12
O -2.309384 6.110985 -7.644526 -0.110 0.057 0.128 0.12
O 1.087829 1.175992 -2.998353 0.156 0.053 0.005 -0.33
O -1.351027 -4.329313 -2.583540 -0.078 -0.158 -0.050 -0.34
O -0.903872 -2.209674 8.805493 0.041 -0.058 0.078 -0.33
N -3.213087 4.952692 -5.832735 0.834 0.700 0.469 0.17
C -1.565846 -5.463203 -0.194004 0.011 -0.023 0.162 -0.22
C 3.923520 5.080230 -5.122214 0.127 0.062 -0.335 -0.19
C -0.233517 -1.436861 -5.329968 0.089 -0.019 0.038 -0.21
C -2.868531 0.545283 9.980707 -0.005 -0.055 -0.005 -0.21
C 1.127568 -2.893079 5.594970 -0.018 0.071 -0.053 -0.21
C -2.163146 5.443805 -6.655157 0.034 -0.134 -0.125 -0.39
C 4.170218 6.580783 -4.875626 0.388 -0.348 -0.124 -0.22
C -3.390586 -1.817252 9.646002 -0.179 0.085 0.012 -0.23
C 0.865461 -5.615361 -0.086239 -0.033 0.047 -0.029 -0.21
C -0.164853 3.814262 -4.067452 -0.359 0.019 -0.039 0.02
C -0.181242 0.061590 -5.046856 -0.138 -0.114 -0.117 -0.23
C 0.840672 -4.258045 4.977392 0.134 0.066 0.151 -0.22
C -0.886636 4.978296 -6.051538 -0.308 -0.211 0.137 -0.09
C 0.402609 5.126794 -6.506622 0.126 0.022 0.023 0.05
C 1.419056 -1.414115 -3.493330 -0.110 -0.273 0.030 -0.21
C -1.173738 4.336638 -4.856519 0.078 0.026 -0.183 -0.09
C 1.435841 4.626516 -5.717670 0.056 -0.158 0.101 -0.18
C 0.688632 -5.732923 -1.606536 0.197 0.021 0.170 -0.21
C -0.936194 -2.361605 4.340538 0.002 0.185 0.217 -0.21
C -3.898737 -0.543407 10.312943 0.073 0.027 0.026 -0.22
C -0.228402 -2.183336 5.691393 -0.012 -0.069 -0.103 -0.22
C -2.644671 4.342532 -4.665468 -0.411 -0.186 -0.127 -0.38
C 1.131833 3.967586 -4.518067 0.302 -0.022 -0.156 -0.02
C 0.165772 -2.128739 -4.019311 0.099 0.233 -0.113 -0.22
C 2.861519 4.794263 -6.199851 -0.157 0.506 0.290 -0.13
C -0.424555 -6.123856 0.567299 0.041 -0.125 -0.057 -0.22
C -1.477584 -0.045255 10.244431 -0.096 0.230 -0.033 -0.22
H -0.114069 -1.128361 5.934217 -0.011 0.004 0.015 0.12
H 1.463012 -1.384212 -2.407280 0.055 0.082 0.000 0.10
H -3.512815 -1.779766 8.563738 0.032 -0.013 -0.008 0.11
H -0.381186 3.308069 -3.137412 0.045 -0.035 -0.016 0.12
H 1.020459 -4.572507 0.191014 -0.025 0.001 0.031 0.10
H -1.157984 0.102612 11.273870 0.005 -0.086 0.018 0.10
H -1.224632 -1.742679 -5.660196 -0.005 -0.007 0.004 0.12
H 1.925069 3.548573 -3.914428 0.014 0.039 -0.027 0.11
H -3.825880 -2.731922 10.040937 0.089 -0.047 0.000 0.11
H 1.715133 -4.748927 4.556479 -0.059 -0.035 -0.085 0.11
H 0.477727 -1.689167 -6.119879 -0.012 0.023 -0.019 0.12
H 2.336996 -1.845675 -3.888754 0.022 0.083 -0.049 0.10
H -0.816453 -2.636756 6.486373 -0.003 -0.005 0.019 0.09
H -2.958790 0.823850 8.929083 0.002 -0.017 -0.007 0.12
H -3.026935 1.445346 10.572073 0.004 0.009 -0.003 0.11
H -0.487725 -7.210415 0.466061 -0.049 0.008 0.000 0.12
H 4.870339 4.673720 -5.480464 -0.019 -0.046 0.090 0.12
H -2.529181 -5.951573 -0.068814 -0.019 0.008 -0.089 0.11
H 0.996249 -6.704940 -1.987009 -0.085 -0.023 -0.026 0.10
H -1.643959 -4.404604 0.053333 0.007 0.010 -0.024 0.11
H -0.126757 0.683804 -5.937586 0.069 0.072 0.052 0.11
H -0.481598 -5.871843 1.623018 0.040 -0.070 -0.074 0.07
H -0.682903 -1.572966 3.634511 0.040 -0.070 -0.070 0.10
H 1.599369 -2.990958 6.570986 -0.017 -0.005 0.014 0.12
H -2.016252 -2.439246 4.435727 -0.010 -0.051 -0.085 0.10
H -1.010473 0.380441 -4.415325 0.018 0.022 0.022 0.11
H 0.350729 -3.188983 -4.162962 -0.039 -0.038 0.025 0.10
H -3.896627 5.673313 -5.629468 -0.517 -0.455 -0.221 0.16
H 1.736370 -6.176928 0.249387 0.010 0.000 -0.012 0.12
H 0.599184 5.624069 -7.449181 0.014 0.026 0.021 0.13
H 1.802650 -2.328715 4.947530 0.019 -0.025 -0.002 0.12
H 2.192246 8.671664 -4.299607 -0.075 -0.003 0.114 0.10
H 2.850280 5.663240 -6.864349 0.093 -0.190 -0.228 0.11
H -4.894181 -0.281199 9.958804 -0.006 0.002 0.003 0.12
H -0.642824 -2.040341 -3.297143 -0.022 -0.028 0.020 0.11
H 3.701217 4.580900 -4.181255 0.024 -0.063 -0.020 0.10
H 1.200825 -4.944198 -2.152731 -0.051 -0.015 -0.078 0.09
H -0.719498 0.334429 9.564468 0.058 -0.069 0.018 0.10
H 3.892033 7.190069 -5.735633 -0.232 0.021 0.119 0.10
H 3.157792 3.938515 -6.807495 -0.035 -0.125 0.117 0.13
H 5.233940 6.750821 -4.708564 -0.056 0.110 0.061 0.10
H 0.338259 -4.920223 5.681751 -0.030 -0.006 -0.019 0.11
H -3.953302 -0.687559 11.393774 -0.011 -0.021 0.000 0.12

84
Properties=species:S:1:pos:R:3:forces:R:3:lowdin_charge:R:1 method="wB97M-V/def2-TZVPD" s_squared=8.814 e_lumo_ev="-0.755 / -2.423" energy_ev=-137475.210 spin_multiplicity=6 homo_energy_ha="-0.284 / -0.299" orbital_gap_ev="6.96 / 5.71"
Mn -2.145143 -0.236022 -0.404079 -0.306 -0.027 -0.011 1.07
Cl -3.440146 -4.229760 -1.721560 -0.007 0.003 0.008 0.73
Cl -6.625034 -4.550919 2.644796 -0.002 -0.001 0.003 0.68
Cl -5.156194 -5.939730 0.265529 0.000 0.000 0.002 0.69
Cl -6.398728 -1.452103 2.989725 0.009 -0.004 -0.012 0.70
Cl -4.712492 0.225604 0.949198 0.111 -0.105 -0.052 0.77
O -3.436172 -1.395312 -1.124755 -0.107 0.157 0.114 -0.21
O -1.821782 -1.190978 1.192839 0.027 -0.241 -0.103 -0.15
O -2.164965 1.171018 -1.594035 0.302 -0.104 -0.170 -0.18
N -0.239187 0.196611 -0.222750 -0.121 0.359 -0.012 0.05
C -1.572292 -4.041516 2.176690 0.003 0.005 0.010 -0.02
C -2.574661 1.793833 -4.526773 0.002 -0.004 0.009 -0.04
C 4.229095 -2.099249 2.873775 0.005 0.002 0.001 -0.04
C 3.132306 2.868198 -2.800864 0.015 -0.007 0.005 -0.56
C 3.489769 -0.758842 2.994674 0.007 0.012 -0.003 -0.56
C -2.881739 3.759641 -2.985309 0.016 0.004 -0.003 -0.04
C -0.714793 2.490069 -2.998566 -0.081 0.035 0.004 -0.08
C -1.878797 2.989084 -3.857304 0.003 0.008 -0.005 -0.54
C -5.057245 -4.234552 0.457654 -0.004 0.023 0.014 -0.71
C 0.167193 1.132163 -1.173044 -0.206 -0.091 -0.070 -0.15
C 3.201154 3.877002 -3.947550 0.004 0.001 0.008 -0.07
C -1.027396 -3.083353 3.248706 -0.002 -0.002 -0.015 -0.53
C 1.651199 -0.145288 1.358736 -0.037 -0.011 -0.015 0.05
C -2.194755 -2.365258 3.944270 -0.013 -0.010 -0.002 -0.03
C 0.598558 2.891309 -3.228439 0.054 -0.023 0.016 0.04
C 3.749972 3.516175 -1.553527 -0.007 -0.003 -0.006 -0.04
C 3.380268 -0.363553 4.474542 0.008 -0.005 0.001 -0.04
C 1.465007 1.542762 -1.462493 0.053 0.000 0.026 0.03
C -4.306045 -3.482404 -0.436819 0.016 -0.041 -0.011 -0.62
C -0.933851 1.600581 -1.940587 0.167 0.031 0.160 -0.23
C -1.404994 3.932971 -4.965022 -0.004 -0.007 0.006 -0.07
C 2.088909 -0.899931 2.408999 -0.029 -0.021 0.010 -0.15
C 3.960891 1.637111 -3.194003 -0.001 -0.003 -0.007 -0.04
C -4.866718 -1.495553 0.773025 -0.001 0.063 -0.059 -0.59
C 1.697886 2.437282 -2.493079 -0.076 -0.001 -0.009 -0.16
C 0.338380 -0.339150 0.861612 0.059 -0.109 0.037 -0.15
C 4.309561 0.308793 2.269791 -0.010 -0.006 0.005 -0.07
C -4.184618 -2.092844 -0.297644 -0.025 -0.054 0.086 -0.47
C 1.208130 -1.867620 2.983086 0.035 0.010 -0.004 0.05
C -0.289149 -3.918650 4.295290 -0.006 0.012 0.008 -0.06
C -5.711658 -3.618056 1.524612 0.030 0.021 -0.043 -0.72
C -5.611450 -2.237292 1.677150 -0.024 -0.014 0.042 -0.70
C -0.565965 -1.223854 1.559301 0.100 0.125 -0.018 -0.22
C -0.097019 -2.059762 2.599202 0.012 0.026 0.049 -0.08
H 2.835043 -1.108474 5.055275 -0.001 0.000 -0.001 0.08
H -1.874040 1.257053 -5.170136 -0.003 -0.004 -0.003 0.09
H 2.812879 3.458648 -4.877941 0.001 0.002 -0.001 0.09
H -3.704033 4.122992 -3.605958 -0.001 0.000 0.003 0.09
H 5.299494 0.376136 2.723037 -0.001 -0.003 0.001 0.09
H 4.444897 0.063380 1.214165 0.003 0.004 0.000 0.09
H 0.555380 -4.458302 3.861057 -0.001 -0.003 0.004 0.09
H 3.844113 1.293740 2.343328 0.001 0.001 -0.004 0.09
H 1.599256 -2.472044 3.788920 -0.007 -0.002 -0.004 0.10
H 3.178914 4.396172 -1.252111 0.002 0.001 0.003 0.09
H 3.721063 -2.897785 3.415522 -0.004 0.003 -0.002 0.08
H 3.990372 0.898379 -2.391471 -0.002 0.001 0.001 0.08
H -0.927245 4.828620 -4.562357 0.000 0.001 -0.001 0.09
H 2.644090 4.787309 -3.717863 -0.001 0.001 -0.003 0.09
H -0.708417 3.442154 -5.647841 0.003 0.004 -0.003 0.09
H -0.977033 -4.656552 4.709822 -0.001 0.000 0.000 0.09
H -2.974115 1.098266 -3.791832 0.002 0.007 -0.008 0.08
H 3.540237 1.155347 -4.078446 0.003 -0.003 0.001 0.09
H 4.314787 -2.400560 1.828242 0.001 -0.004 0.000 0.09
H -0.756431 -4.566630 1.675118 -0.002 -0.003 0.002 0.10
H -3.295544 3.130211 -2.201280 -0.005 -0.007 0.008 0.07
H 0.074050 -3.305533 5.123013 0.007 -0.005 0.001 0.09
H -3.400045 2.149500 -5.147591 0.000 0.003 -0.004 0.09
H 4.241551 4.157992 -4.119155 0.001 0.001 -0.002 0.09
H 2.865348 0.592675 4.582225 -0.003 0.001 0.003 0.09
H 4.989433 1.928950 -3.417673 0.000 0.002 -0.001 0.09
H 4.377379 -0.266908 4.908676 0.001 0.002 0.001 0.09
H -2.800338 -1.802224 3.235947 0.008 -0.006 0.013 0.07
H -2.217680 -4.788419 2.644796 0.002 0.003 0.009 0.09
H -2.400302 4.623689 -2.521716 -0.002 -0.001 0.002 0.09
H 2.281821 0.602159 0.910931 0.027 -0.018 0.002 0.08
H 3.770666 2.823766 -0.710073 0.004 0.004 0.002 0.07
H 4.777516 3.825305 -1.757400 0.000 0.001 0.000 0.09
H -1.825513 -1.679083 4.709546 -0.001 0.001 0.002 0.09
H 0.778698 3.584126 -4.034458 -0.005 0.002 -0.006 0.08
H -2.158110 -3.514055 1.426802 0.006 0.004 -0.013 0.07
H 2.296853 1.126150 -0.916754 0.007 0.011 0.001 0.09
H -2.269353 4.254062 -5.548338 0.000 -0.003 -0.001 0.09
H 5.235244 -2.005943 3.287194 0.002 -0.002 -0.001 0.09
H -2.836175 -3.102927 4.431815 -0.007 0.003 0.002 0.09